The following is a DFT calculation (ωB97M-V with the def2-TZVPD basis set) of the ion C38H36NO with charge +1 at a distorted geometry.

As for the highest occupied orbital energy: -10.31 eV. As for the HOMO-LUMO gap: 7.1 eV. The calculation puts the energy above the lowest of the compared OMol25 structures with the same formula, charge and spin at 3.3448 eV. The strongest force on any atom is 2.8 eV Å⁻¹. Its total charge is +1.

Atoms and positions in Å:
C: 6.4109 -1.6255 -3.9485
O: 5.8736 -0.3944 -3.4079
C: 4.5407 -0.2342 -3.2133
C: 4.1303 0.9275 -2.5217
C: 2.8824 0.9312 -1.9075
C: 2.0438 -0.1954 -1.9672
C: 0.9018 -0.4400 -0.8863
N: 0.6815 -0.5824 0.8819
C: 0.3545 -1.9501 1.4805
C: 0.8617 -2.0365 2.9280
C: 1.6703 -0.7874 3.3005
C: 2.7980 -0.6728 2.2787
C: 2.1740 -0.4369 0.9132
C: 0.8508 0.5309 3.1254
C: -0.0521 0.4834 1.8880
C: -1.4980 0.0877 2.3756
C: -2.7828 0.5973 1.7426
C: -3.6865 -0.3467 1.2733
C: -4.9936 0.0094 0.9155
C: -5.4103 1.3251 1.0427
C: -4.5379 2.3232 1.5327
C: -4.9858 3.6553 1.7490
C: -4.1687 4.6105 2.3489
C: -2.8949 4.2324 2.8227
C: -2.4264 2.9336 2.6275
C: -3.1962 1.9650 1.9320
C: 0.2425 -1.7545 -1.2056
C: 0.7622 -3.0320 -1.3875
C: -0.1251 -4.0324 -1.8387
C: -1.4312 -3.6986 -2.2345
C: -1.9154 -2.3834 -2.0945
C: -1.0748 -1.4292 -1.5301
C: -1.2591 0.0245 -1.4082
C: -2.2194 0.7843 -2.0431
C: -1.9261 2.1295 -2.2667
C: -0.8458 2.7504 -1.6187
C: 0.0344 2.0228 -0.8062
C: -0.1008 0.6413 -0.9394
C: 2.2880 -1.0652 -3.0610
C: 3.5671 -1.1767 -3.6226
H: 7.4901 -1.4644 -3.9777
H: 6.1641 -2.4855 -3.3089
H: 6.0329 -1.7906 -4.9666
H: 4.8615 1.7255 -2.3752
H: 2.6416 1.7940 -1.3034
H: 0.9428 -2.6154 0.8612
H: -0.7140 -2.1757 1.3031
H: 1.5228 -2.9187 2.9876
H: 0.0485 -2.2332 3.6325
H: 2.0455 -0.8551 4.3370
H: 3.3924 0.2084 2.4902
H: 3.4783 -1.5280 2.1784
H: 2.6219 -1.1475 0.1883
H: 2.3834 0.5944 0.6026
H: 1.4819 1.4062 3.0157
H: 0.2714 0.7391 4.0473
H: -0.1183 1.4204 1.3131
H: -1.5616 0.4237 3.4344
H: -1.5630 -1.0153 2.4641
H: -3.3868 -1.3990 1.2308
H: -5.6803 -0.7518 0.5660
H: -6.4453 1.6136 0.7991
H: -6.0053 3.9249 1.4465
H: -4.5062 5.6452 2.4701
H: -2.2733 4.9576 3.3474
H: -1.4654 2.6456 3.0475
H: 1.7844 -3.2937 -1.1286
H: 0.2222 -5.0665 -1.9151
H: -2.0883 -4.4765 -2.6559
H: -2.9189 -2.0758 -2.3831
H: -3.1031 0.2618 -2.3629
H: -2.5754 2.6847 -2.9414
H: -0.6532 3.8102 -1.7870
H: 0.7404 2.5446 -0.1494
H: 1.5519 -1.7812 -3.4663
H: 3.8427 -2.0167 -4.2910



The following is a DFT calculation (ωB97M-V with the def2-TZVPD basis set) of a structure of composition C38H37BiF3N6O4PS2.

As for the highest occupied orbital energy: -13.51 eV. As for the HOMO-LUMO gap: 8.1 eV. The strongest force on any atom is 0.4 eV Å⁻¹. Its total charge is +2.

Atoms and positions in Å:
Bi: 0.7919 -0.9785 -1.3567
N: -1.7276 -2.5519 -1.7246
P: -1.7480 -1.3789 -0.2377
C: -2.8160 -2.5029 0.7207
C: -2.3841 -3.8144 0.9169
C: -3.1572 -4.7012 1.6527
C: -4.3766 -4.2895 2.1720
C: -4.8133 -2.9862 1.9731
C: -4.0288 -2.0879 1.2670
C: -2.7055 -0.1381 -1.1601
C: -2.0835 1.0584 -1.5177
C: -2.7538 1.9959 -2.2927
C: -4.0536 1.7488 -2.7083
C: -4.6805 0.5615 -2.3532
C: -4.0088 -0.3817 -1.5892
C: -0.8131 -3.5242 -1.9793
C: -1.1614 -4.7883 -2.4960
C: -0.1812 -5.7145 -2.7230
C: 1.1610 -5.4110 -2.4347
C: 1.4465 -4.1717 -1.9507
N: 0.4838 -3.2363 -1.7389
H: -2.6567 -2.8296 -2.0174
H: -1.4363 -4.1464 0.5088
H: -2.8106 -5.7135 1.8135
H: -4.9874 -4.9842 2.7331
H: -5.7647 -2.6652 2.3770
H: -4.3656 -1.0666 1.1403
H: -1.0738 1.2805 -1.1774
H: -2.2636 2.9206 -2.5704
H: -4.5779 2.4801 -3.3090
H: -5.6949 0.3667 -2.6758
H: -4.5132 -1.3029 -1.3200
H: -2.2023 -5.0075 -2.6926
H: -0.4433 -6.6884 -3.1160
H: 1.9507 -6.1295 -2.5955
H: 2.4584 -3.8692 -1.7194
C: 2.3224 -1.4609 2.9920
S: 2.1192 -0.5113 1.5326
O: 3.4009 0.0033 1.1311
O: 1.0439 0.4297 1.7175
O: 1.6583 -1.5946 0.5173
H: 2.8380 -0.8192 3.7039
H: 2.9264 -2.3368 2.7655
H: 1.3404 -1.7441 3.3637
F: 8.0346 -1.6011 -2.7825
C: 7.1178 -1.1891 -3.6570
F: 7.4080 0.0684 -4.0116
F: 7.1971 -1.9567 -4.7479
C: 5.7211 -1.2525 -3.0734
C: 5.5035 -1.6793 -1.7794
C: 4.2043 -1.7095 -1.3027
N: 3.1640 -1.3422 -2.0552
C: 3.3854 -0.9301 -3.3134
C: 4.6453 -0.8724 -3.8644
H: 6.3237 -1.9796 -1.1441
H: 3.9852 -2.0268 -0.2947
H: 2.5164 -0.6338 -3.8936
H: 4.7879 -0.5363 -4.8824
O: 1.6262 1.2959 -1.1974
S: 2.2040 2.4396 -0.3427
C: 3.7029 2.9984 -1.1612
C: 3.6816 4.5012 -0.9081
C: 2.2908 4.9632 -1.3592
C: 1.2791 3.9412 -0.8145
H: 3.5869 2.7538 -2.2192
H: 4.5551 2.4695 -0.7381
H: 4.4885 5.0102 -1.4302
H: 3.8119 4.6973 0.1599
H: 2.2448 4.9795 -2.4480
H: 2.0653 5.9676 -1.0074
H: 0.5413 3.6152 -1.5471
H: 0.7690 4.2871 0.0836
N: -3.5022 7.5259 5.5788
C: -3.2408 6.4983 5.1394
C: -2.9086 5.2092 4.5863
C: -3.2053 4.0495 5.2974
C: -2.8970 2.8121 4.7604
C: -2.2776 2.7457 3.5227
C: -1.9666 3.8936 2.8129
C: -2.2928 5.1292 3.3412
N: -1.9577 1.4698 2.9587
C: -1.5618 0.3395 3.6436
C: -1.4622 -0.6445 2.7215
N: -1.7986 -0.1378 1.4819
C: -2.0932 1.1330 1.6632
H: -3.6891 4.1207 6.2619
H: -3.1554 1.9085 5.2965
H: -1.4581 3.8265 1.8593
H: -2.0575 6.0354 2.8007
H: -1.3570 0.3477 4.6994
H: -1.1818 -1.6755 2.8575
H: -2.4369 1.8163 0.9062



The following is a DFT calculation (ωB97M-V with the def2-TZVPD basis set) of a structure of composition C38H37MnN10O7PS2 at a distorted geometry.

As for the highest occupied orbital energy (alpha / beta): -7.30 / -7.25 eV. As for the HOMO-LUMO gap (alpha / beta): 6.2 / 6.2 eV. The calculation puts the energy above the lowest of the compared OMol25 structures with the same formula, charge and spin at 0.0000 eV. As for the multiplicity: 2. The strongest force on any atom is 1.2 eV Å⁻¹.

Atoms and positions in Å:
Mn: 0.0409 0.1899 -0.3639
C: -0.5854 -0.1060 -5.9101
C: -1.9473 0.1941 -5.2993
N: -1.9036 1.2656 -4.3231
C: -1.6373 1.1362 -3.0043
S: -1.4080 -0.4234 -2.3154
N: -1.6088 2.3011 -2.3624
N: -1.2384 2.1567 -1.0718
C: -1.2132 3.2285 -0.3600
C: -1.6111 4.5956 -0.8339
C: -0.7010 3.0543 1.0106
C: -0.5830 4.1420 1.8757
C: -0.1043 3.9486 3.1583
C: 0.2410 2.6706 3.5581
C: 0.1031 1.6447 2.6405
N: -0.3487 1.8138 1.3942
H: -0.6803 -0.8387 -6.7148
H: 0.0838 -0.5098 -5.1487
H: -0.1346 0.7996 -6.3227
H: -2.3424 -0.6931 -4.8078
H: -2.6589 0.4862 -6.0725
H: -1.8868 2.2188 -4.6508
H: -1.9945 4.5295 -1.8455
H: -0.7569 5.2796 -0.8295
H: -2.3795 5.0281 -0.1881
H: -0.8633 5.1289 1.5381
H: -0.0018 4.7880 3.8354
H: 0.6276 2.4625 4.5459
H: 0.3849 0.6362 2.9078
C: 4.0755 -3.9559 1.1747
C: 2.9881 -4.3682 0.1800
C: 2.5103 -3.2132 -0.6449
N: 1.5136 -2.4801 -0.3222
N: 1.2781 -1.4371 -1.2006
C: 2.1435 -1.4076 -2.1838
N: 2.1000 -0.5282 -3.2044
S: 3.2987 -2.6899 -2.1073
H: 4.3567 -4.7953 1.8109
H: 3.7192 -3.1430 1.8109
H: 4.9723 -3.6088 0.6577
H: 2.1166 -4.7598 0.7064
H: 3.3565 -5.1592 -0.4756
H: 1.5015 0.2818 -3.1030
H: 2.8737 -0.4561 -3.8391
O: 5.2015 6.0703 -0.6802
N: 5.0135 5.1567 0.0968
O: 5.5716 5.0259 1.1668
C: 4.0237 4.1394 -0.2826
C: 3.7298 3.1248 0.5915
C: 2.8074 2.1689 0.2238
C: 2.1215 2.1745 -1.0457
O: 1.2319 1.3717 -1.3879
C: 2.5285 3.2573 -1.9012
C: 3.4186 4.2133 -1.5322
N: 1.9363 3.3814 -3.2537
O: 1.9420 4.4865 -3.7585
O: 1.6163 2.3544 -3.8193
N: 2.5590 1.1085 1.2114
O: 1.8333 0.1496 0.9149
O: 3.0995 1.2053 2.2942
H: 4.2144 3.0749 1.5547
H: 3.6632 5.0177 -2.2104
C: 0.1250 -1.7992 5.2438
C: -1.0696 -1.1483 4.9712
C: -1.5234 -1.0412 3.6611
C: -0.7869 -1.5818 2.6115
C: 0.4184 -2.2282 2.8940
C: 0.8694 -2.3378 4.1997
P: -1.3090 -1.4145 0.8585
C: -3.0716 -0.9373 1.0105
C: -3.3850 0.4193 0.9525
C: -4.6864 0.8568 1.1544
C: -5.6976 -0.0619 1.3966
C: -5.4023 -1.4180 1.4148
C: -4.0983 -1.8539 1.2212
C: -1.4220 -3.1737 0.3553
C: -1.6861 -4.1757 1.2882
C: -1.8294 -5.4990 0.8917
C: -1.7102 -5.8372 -0.4490
C: -1.4442 -4.8464 -1.3850
C: -1.2989 -3.5254 -0.9864
H: 0.4747 -1.8888 6.2645
H: -1.6550 -0.7236 5.7774
H: -2.4576 -0.5301 3.4620
H: 1.0071 -2.6324 2.0737
H: 1.8051 -2.8430 4.4045
H: -2.6089 1.1320 0.7243
H: -4.9099 1.9155 1.1073
H: -6.7145 0.2752 1.5541
H: -6.1897 -2.1435 1.5760
H: -3.8920 -2.9177 1.2270
H: -1.7784 -3.9280 2.3385
H: -2.0369 -6.2620 1.6315
H: -1.8258 -6.8672 -0.7626
H: -1.3442 -5.0996 -2.4332
H: -1.0740 -2.7721 -1.7315



The following is a DFT calculation (ωB97M-V with the def2-TZVPD basis set) of a structure of composition C38H38BIrN8O at a distorted geometry.

As for the highest occupied orbital energy: -13.47 eV. As for the HOMO-LUMO gap: 6.4 eV. The calculation puts the energy above the lowest of the compared OMol25 structures with the same formula, charge and spin at 3.1448 eV. The strongest force on any atom is 3.4 eV Å⁻¹. Its total charge is +2.

Atoms and positions in Å:
Ir: -0.0960 0.0789 -0.0599
C: 1.0032 0.8849 -5.3334
C: 0.0911 0.7934 -4.1588
C: -1.2752 0.9844 -4.1079
C: -1.6652 0.7759 -2.7814
N: -0.5593 0.4822 -2.0764
N: 0.5064 0.4882 -2.9184
B: 1.9332 0.2133 -2.4252
N: 2.2202 1.2594 -1.3607
N: 1.2335 1.5632 -0.5130
C: 1.6393 2.5481 0.2954
C: 2.9365 2.8941 -0.0705
C: 3.2706 2.0580 -1.1356
C: 4.5340 2.0014 -1.9216
C: 0.7269 3.1323 1.2718
C: 1.1684 4.0523 2.2185
C: 0.2651 4.6551 3.0784
C: -1.0874 4.3470 3.0031
C: -1.5336 3.4075 2.0857
C: -0.6296 2.8080 1.2260
N: 1.9065 -1.1560 -1.7430
N: 0.8156 -1.4931 -1.0336
C: 0.9183 -2.7854 -0.6642
C: 2.1374 -3.2611 -1.1367
C: 2.7314 -2.2052 -1.8247
C: 4.0357 -2.1899 -2.5420
C: -0.1858 -3.5211 -0.0333
C: -1.4198 -2.9079 0.1927
C: -2.4876 -3.6170 0.7112
C: -2.3418 -4.9683 0.9951
C: -1.1165 -5.5872 0.7923
C: -0.0442 -4.8695 0.2857
C: -3.0406 0.8484 -2.2490
C: -3.3737 0.4595 -0.9519
C: -4.6772 0.5314 -0.4904
C: -5.6816 1.0000 -1.3243
C: -5.3688 1.3854 -2.6183
C: -4.0638 1.3064 -3.0776
H: 0.4274 1.1334 -6.2212
H: 1.5153 -0.0615 -5.5075
H: 1.7601 1.6555 -5.1869
H: -1.9081 1.2299 -4.9421
H: 2.7245 0.2542 -3.3088
H: 3.5519 3.6690 0.3541
H: 5.2487 2.7101 -1.5115
H: 4.3569 2.2495 -2.9684
H: 4.9724 1.0040 -1.8864
H: 2.2204 4.2997 2.2803
H: 0.6158 5.3745 3.8059
H: -1.7932 4.8448 3.6541
H: -2.5881 3.1706 2.0287
H: -0.9845 2.1107 0.4492
H: 2.5453 -4.2494 -1.0131
H: 4.4123 -3.2052 -2.6345
H: 4.7727 -1.6046 -1.9898
H: 3.9409 -1.7581 -3.5372
H: -1.5490 -1.8595 -0.0686
H: -3.4406 -3.1287 0.8714
H: -3.1833 -5.5377 1.3661
H: -0.9994 -6.6389 1.0164
H: 0.9056 -5.3648 0.1323
H: -2.5964 0.0728 -0.3126
H: -4.9235 0.2070 0.5139
H: -6.7026 1.0536 -0.9711
H: -6.1483 1.7461 -3.2757
H: -3.8423 1.6091 -4.0916
C: 3.5964 0.2421 2.9196
C: 2.3660 -0.4195 2.3771
O: 1.9775 -0.2002 1.2169
N: 1.7104 -1.2500 3.1967
C: 0.5103 -1.9438 2.7607
C: -0.7280 -1.1172 2.9897
C: -1.3883 -1.2086 4.2043
C: -2.5371 -0.4688 4.4248
C: -2.9936 0.3558 3.4099
C: -2.2730 0.4223 2.2382
N: -1.1556 -0.2925 2.0125
H: 4.3082 0.4067 2.1146
H: 4.0669 -0.3423 3.7082
H: 3.3104 1.2150 3.3259
H: 2.0174 -1.3445 4.1511
H: 0.4299 -2.8862 3.2981
H: 0.6199 -2.1529 1.7049
H: -1.0022 -1.8690 4.9695
H: -3.0679 -0.5382 5.3650
H: -3.8974 0.9384 3.5213
H: -2.6072 1.0708 1.4414



The following is a DFT calculation (ωB97M-V with the def2-TZVPD basis set) of a structure of composition C38H38Cl4NO9P2RuTe.

As for the highest occupied orbital energy (alpha / beta): -7.55 / -8.07 eV. As for the HOMO-LUMO gap (alpha / beta): 7.8 / 5.6 eV. The calculation puts the energy above the lowest of the compared OMol25 structures with the same formula, charge and spin at 0.0000 eV. As for the multiplicity: 6. The strongest force on any atom is 0.4 eV Å⁻¹.

Atoms and positions in Å:
Ru: 0.5879 -2.3513 -0.7095
Cl: -6.9899 -1.3968 -1.2276
C: -5.2544 -1.3004 -1.2576
C: -4.5149 -2.0074 -0.3254
C: -3.1406 -1.8954 -0.3446
Cl: -2.1761 -2.7946 0.7654
C: -2.4401 -1.0847 -1.2580
O: -1.1413 -0.9107 -1.2035
C: -3.2478 -0.4356 -2.2080
Cl: -2.4682 0.5398 -3.4126
C: -4.6285 -0.5232 -2.2142
H: -5.0008 -2.6353 0.4080
H: -5.2038 0.0109 -2.9567
C: -0.6735 -6.4675 0.3164
C: 0.6390 -6.1351 -0.3856
O: 1.4189 -7.3030 -0.6329
P: 0.3285 -5.3583 -2.0290
O: -0.6235 -6.3023 -2.8672
O: 1.6878 -5.3950 -2.8121
O: -0.3103 -4.0153 -1.8748
P: 1.5786 -4.7799 0.4334
O: 2.3022 -5.4789 1.6642
O: 2.5379 -4.2608 -0.6047
O: 0.5172 -3.7957 0.8850
H: -1.1801 -7.2701 -0.2196
H: -1.3212 -5.5931 0.3601
H: -0.4713 -6.8002 1.3356
H: 2.0143 -7.4455 0.1117
H: -0.1769 -7.0995 -3.1860
H: 2.3619 -5.0028 -2.1919
H: 2.7953 -4.7931 2.1526
Cl: 4.3847 -1.6993 -1.6209
C: 3.5149 -0.3117 -2.1901
C: 4.1821 0.9010 -2.2535
C: 3.5092 2.0386 -2.6718
C: 2.1742 1.9450 -3.0394
C: 1.5239 0.7200 -2.9869
C: 2.1721 -0.4415 -2.5554
C: 1.4523 -1.7353 -2.5101
H: 5.2226 0.9456 -1.9607
H: 4.0283 2.9871 -2.7192
H: 1.6454 2.8227 -3.3858
H: 0.4863 0.6352 -3.2944
H: 2.0999 -2.5647 -2.7978
H: 0.5753 -1.7200 -3.1610
C: -1.1443 7.6419 0.4520
C: -0.9038 6.1667 0.2875
C: -0.5452 5.3779 1.3763
C: -0.3576 4.0095 1.2606
C: 0.0156 3.2228 2.4900
C: -0.5273 3.4107 -0.0023
Te: -0.2819 1.2883 -0.1127
N: 1.5736 -1.2690 0.3450
C: 2.5059 -1.3825 1.3266
O: 2.8697 -2.4321 1.8552
C: 3.0484 -0.0675 1.8164
C: 3.5544 0.0162 3.1088
C: 4.0456 1.2217 3.5875
C: 4.0571 2.3451 2.7698
C: 3.5777 2.2603 1.4693
C: 3.0670 1.0591 0.9988
C: -1.9629 0.9751 1.1056
C: -3.1695 1.4927 0.6387
C: -4.3442 1.2378 1.3237
C: -4.2990 0.4775 2.4843
C: -3.0905 -0.0126 2.9536
C: -1.8941 0.2144 2.2750
C: -0.6092 -0.3509 2.8172
C: -0.8597 4.1834 -1.1157
C: -1.0212 3.6268 -2.5051
C: -1.0489 5.5540 -0.9448
H: -0.5592 8.0479 1.2766
H: -2.1975 7.8350 0.6670
H: -0.8874 8.1878 -0.4555
H: -0.4053 5.8441 2.3459
H: 0.3449 3.8907 3.2851
H: 0.8337 2.5253 2.2944
H: -0.8372 2.6526 2.8644
H: 3.5520 -0.8748 3.7228
H: 4.4289 1.2851 4.5980
H: 4.4502 3.2826 3.1427
H: 3.6041 3.1259 0.8180
H: 2.7193 0.9739 -0.0222
H: -3.1900 2.0920 -0.2651
H: -5.2844 1.6249 0.9534
H: -5.2103 0.2701 3.0309
H: -3.0660 -0.5940 3.8679
H: -0.7114 -0.5757 3.8786
H: 0.2277 0.3406 2.6995
H: -0.3393 -1.2767 2.3053
H: -0.8331 2.5573 -2.5525
H: -0.3314 4.1231 -3.1894
H: -2.0315 3.7991 -2.8800
H: -1.3099 6.1541 -1.8108